Record 1
Computed, not measured: a single C17H18Cl2O3 molecule, with wB97M-V/def2-TZVPD.

Its total energy is -1804.20898 Eh. The value obtained for the maximum force is 14.33 eV Å⁻¹. Its orbital gap is 0.3018 Eh. The structure (SMILES) is COc1cc(C)ccc1OCCCOc1c(Cl)cccc1Cl. The energy above the lowest of the compared OMol25 structures with the same formula, charge and spin is 1208.81 kJ/mol.

CARTESIAN COORDINATES (ANGSTROEM)
Cl  -1.473  -1.067  -4.623
Cl  -3.169  -0.336  0.724
O  0.944  -0.751  1.723
O  -1.318  0.085  -1.820
O  2.664  -0.576  -0.407
C  2.972  2.714  1.019
C  3.064  1.798  0.032
C  0.783  -0.968  -1.730
C  -2.454  -0.866  -1.875
C  1.281  1.766  2.362
C  2.113  2.800  2.051
C  1.943  -1.554  -0.821
C  1.843  4.078  2.882
C  2.448  0.604  0.384
C  -2.371  -1.530  -3.179
C  1.548  0.474  1.533
C  0.122  -0.820  2.985
C  -4.266  -2.822  -2.278
C  -3.564  -2.292  -3.366
C  -3.166  -1.201  -0.845
C  -0.444  0.001  -0.976
C  -4.199  -2.091  -1.232
H  1.286  -2.036  0.233
H  0.978  4.277  2.640
H  0.840  -0.515  3.920
H  -0.548  -0.484  -0.161
H  2.463  4.897  2.446
H  -5.103  -3.254  -2.596
H  -0.366  -1.806  2.963
H  0.162  1.004  -0.974
H  3.672  1.796  -0.802
H  0.182  -1.975  -2.146
H  2.172  4.013  3.733
H  3.469  3.694  0.493
H  2.404  -2.318  -1.282
H  -0.664  -0.038  2.830
H  -4.847  -2.372  -0.297
H  1.222  -0.745  -2.473
H  0.943  1.409  3.216
H  -3.565  -2.992  -4.286

Here are the Mulliken charges for atoms 1 to 5, given in e: atom 1 (Cl): -0.13, atom 2 (Cl): -0.18, atom 3 (O): -0.32, atom 4 (O): -0.37, atom 5 (O): -0.41

Record 2
Computed, not measured: a single C3H4F2 molecule, with wB97M-V/def2-TZVPD.

Its total energy is -316.30360 Eh. The value obtained for the maximum force is 12.26 eV Å⁻¹. Its orbital gap is 0.4171 Eh. The structure (SMILES) is FC1(F)CC1. The energy above the lowest of the compared OMol25 structures with the same formula, charge and spin is 294.74 kJ/mol.

CARTESIAN COORDINATES (ANGSTROEM)
F  -1.371  -1.337  0.635
F  0.781  -1.059  1.171
C  -0.164  -0.738  0.531
C  0.193  -0.148  -0.865
C  -0.031  0.685  0.479
H  -0.941  1.093  0.205
H  0.881  1.332  0.811
H  1.250  -0.106  -1.202
H  -0.599  0.279  -1.765

Here are the Mulliken charges for atoms 1 to 5, given in e: atom 1 (F): -0.27, atom 2 (F): -0.23, atom 3 (C): 0.66, atom 4 (C): -0.59, atom 5 (C): -0.63

Record 3
Computed, not measured: C29H28GaN6O5S as an isolated structure, with wB97M-V/def2-TZVPD.

Its total energy is -4149.49639 Eh. The charge is +1. The value obtained for the maximum force is 1.44 eV Å⁻¹. Its orbital gap is 0.2516 Eh. The energy above the lowest of the compared OMol25 structures with the same formula, charge and spin is 52.38 kJ/mol.

CARTESIAN COORDINATES (ANGSTROEM)
Ga  0.181  -0.237  0.072
S  1.409  1.189  1.601
O  1.409  -1.639  0.860
O  2.585  -2.757  2.858
O  2.983  -1.028  5.505
O  0.192  0.960  -1.382
O  -1.397  -0.723  0.923
N  -0.205  3.139  0.750
N  0.203  -2.945  -0.583
N  -1.214  2.200  0.574
N  0.754  -1.039  4.168
N  1.919  3.730  1.399
N  0.030  -1.772  -1.219
C  0.358  -5.125  1.145
C  1.163  -6.076  3.189
C  2.498  1.110  6.550
C  0.174  1.666  -4.920
C  -0.233  -1.740  -2.480
C  2.185  0.041  5.721
C  4.304  -1.016  6.015
C  0.901  -2.798  0.505
C  -0.179  0.436  -5.469
C  0.300  1.811  -3.556
C  -2.378  -0.752  4.440
C  0.107  1.137  5.126
C  -3.524  -0.494  1.912
C  1.628  2.181  6.661
C  0.387  -6.171  2.042
C  -0.230  -1.343  3.371
C  0.095  0.728  -2.691
C  -1.569  -0.865  3.296
C  1.914  -4.946  3.436
C  1.004  2.780  1.194
C  1.070  -3.949  1.396
C  0.443  2.201  5.941
C  1.869  -3.872  2.551
C  -4.297  -0.415  3.047
C  -0.212  -0.537  -3.250
C  -3.727  -0.534  4.316
C  -0.365  -0.646  -4.643
C  -2.139  -0.707  2.000
C  0.957  0.043  5.018
H  -4.358  -0.483  5.189
H  -2.043  2.440  1.114
H  4.841  -0.120  5.698
H  -0.804  1.159  4.552
H  1.728  4.710  1.269
H  1.195  -6.902  3.880
H  -0.335  4.079  0.379
H  -0.295  0.337  -6.537
H  2.551  -4.874  4.302
H  -0.627  -1.613  -5.051
H  0.563  2.766  -3.122
H  -0.219  3.048  6.021
H  -1.462  2.105  -0.410
H  2.818  3.445  1.752
H  -0.220  -5.176  0.238
H  -0.194  -7.061  1.863
H  1.882  3.007  7.308
H  -5.364  -0.275  2.955
H  -1.930  -0.925  5.409
H  2.501  -2.134  2.100
H  4.777  -1.898  5.590
H  -0.371  -2.683  -3.009
H  3.420  1.106  7.107
H  0.359  2.511  -5.565
H  -3.966  -0.416  0.931
H  4.313  -1.079  7.105
H  1.606  -1.619  4.093
H  -0.012  -2.131  2.661

Here are the Mulliken charges for atoms 1 to 5, given in e: atom 1 (Ga): -0.09, atom 2 (S): -0.47, atom 3 (O): -0.68, atom 4 (O): -0.70, atom 5 (O): -0.36

Record 4
Computed, not measured: a 3-piece molecular cluster, C18H32F2N3O6S overall, with wB97M-V/def2-TZVPD.

Its total energy is -1918.40021 Eh. The charge is +1. The value obtained for the maximum force is 0.73 eV Å⁻¹. Its orbital gap is 0.2334 Eh.

CARTESIAN COORDINATES (ANGSTROEM)
S  1.190  2.357  -5.654
F  0.546  1.190  -0.847
F  1.354  4.883  -0.480
O  -0.864  -1.212  2.640
O  -0.581  5.484  -1.395
O  2.599  2.487  -5.804
O  0.278  2.433  -6.756
O  4.060  -4.262  3.370
O  -0.118  2.687  0.669
N  -3.109  2.504  -2.888
N  -2.980  2.620  -4.198
N  0.189  3.300  -1.559
C  6.447  -3.930  3.641
C  -3.785  -0.133  -1.219
C  -0.873  3.076  -2.491
C  0.188  2.405  -0.436
C  -1.806  2.964  -4.654
C  -1.987  -1.755  -0.447
C  0.238  4.675  -1.151
C  -4.429  2.038  -2.421
C  1.006  -2.212  3.822
C  -4.467  0.512  -2.444
C  4.796  -2.119  4.230
C  0.647  3.569  -4.435
C  -1.360  -2.514  4.626
C  5.106  -3.292  3.312
C  -0.679  3.205  -3.842
C  -0.453  -2.344  3.419
C  -2.133  2.730  -2.035
C  -2.459  -0.818  -1.558
H  1.640  -2.097  2.944
H  -5.494  0.181  -2.580
H  -1.725  3.048  -5.729
H  -2.356  2.628  -0.982
H  -2.803  -2.417  -0.155
H  7.261  -3.209  3.558
H  -0.568  -3.199  2.751
H  -3.599  0.624  -0.452
H  -2.400  -2.613  4.316
H  0.595  4.517  -4.972
H  6.649  -4.762  2.967
H  4.736  -2.454  5.269
H  1.145  -1.330  4.456
H  -1.160  -2.380  -0.782
H  -1.085  -3.397  5.203
H  5.564  -1.348  4.164
H  -1.661  -1.209  0.436
H  -3.924  0.195  -3.338
H  -0.777  -0.429  3.195
H  -4.565  2.428  -1.415
H  3.835  -1.677  3.967
H  1.419  3.596  -3.669
H  0.923  1.215  -4.971
H  -4.452  -0.879  -0.789
H  -1.286  -1.642  5.281
H  -1.671  -0.066  -1.706
H  1.344  -3.089  4.373
H  -5.175  2.484  -3.073
H  -2.548  -1.376  -2.491
H  5.114  -2.948  2.276
H  6.438  -4.320  4.662
H  4.027  -4.603  4.270

Here are the Mulliken charges for atoms 1 to 5, given in e: atom 1 (S): 0.96, atom 2 (F): -0.21, atom 3 (F): -0.21, atom 4 (O): -0.47, atom 5 (O): -0.39